The following is a quantum chemistry calculation of a cluster of 2 separate species, C30H37O8S2 in total in a non-equilibrium geometry, from the Open Molecules 2025 dataset.

XYZ file:
```
77
Properties=species:S:1:pos:R:3:forces:R:3:lowdin_charge:R:1
C 2.329 -3.668 -0.259 0.1 -0.2 0.1 -0.082
C 1.103 -2.844 -0.513 -0.2 0.7 0.3 -0.234
O 0.855 -2.085 0.711 0.7 -0.6 -1.3 -0.082
C -0.193 -1.211 0.640 -1.3 0.9 1.8 -0.527
C -0.698 -0.902 1.965 -0.3 -0.3 -1.3 -0.119
C -1.953 -0.214 2.118 0.1 -0.6 0.3 -0.398
O -2.676 -0.445 3.112 -0.1 0.3 0.2 -0.052
C -2.531 0.777 1.117 0.2 -0.1 0.0 -0.130
C -3.472 0.095 0.109 0.2 0.0 -0.4 -0.189
C -4.689 -0.639 0.713 -0.1 0.5 0.1 -0.198
C -4.976 -2.086 0.261 -0.3 0.2 0.0 -0.194
C -4.909 -3.165 1.366 -0.1 -0.2 0.0 -0.207
C -3.926 -4.320 1.129 0.2 0.2 0.1 -0.225
C -2.440 -4.002 1.341 0.2 0.1 -0.2 -0.207
C -1.978 -3.799 2.792 -0.2 -0.2 0.1 -0.194
C -0.528 -3.300 2.942 0.1 -0.2 0.3 -0.199
C -0.296 -1.800 3.110 0.0 0.4 0.0 -0.183
O -0.626 -0.820 -0.440 0.4 0.0 -0.6 0.018
H 2.598 -4.170 -1.192 0.1 -0.1 0.1 0.074
H 3.153 -3.011 0.049 -0.1 -0.3 0.0 0.076
H 2.134 -4.424 0.516 0.2 0.2 -0.1 0.074
H 1.280 -2.167 -1.362 -0.4 -0.3 0.5 0.085
H 0.227 -3.479 -0.724 0.2 0.3 0.0 0.124
H -3.092 1.511 1.710 0.1 -0.1 -0.1 0.114
H -1.720 1.294 0.595 -0.2 -0.1 -0.1 0.085
H -3.858 0.887 -0.552 0.2 -0.2 0.0 0.099
H -2.859 -0.578 -0.506 -0.2 0.1 0.1 0.089
H -4.609 -0.597 1.804 -0.1 -0.1 -0.1 0.089
H -5.565 -0.038 0.428 0.1 -0.1 0.3 0.094
H -6.016 -2.078 -0.101 0.3 -0.2 -0.1 0.091
H -4.351 -2.352 -0.602 0.0 0.0 0.2 0.106
H -4.704 -2.697 2.338 0.0 0.0 -0.2 0.102
H -5.908 -3.622 1.445 0.2 0.1 0.1 0.096
H -4.210 -5.145 1.797 0.1 0.0 -0.1 0.101
H -4.043 -4.678 0.097 -0.1 0.0 0.1 0.102
H -1.868 -4.858 0.945 0.0 0.2 0.0 0.107
H -2.158 -3.132 0.724 -0.1 -0.1 0.2 0.109
H -2.673 -3.153 3.350 0.2 0.0 -0.2 0.105
H -2.013 -4.790 3.278 -0.2 0.2 -0.1 0.101
H -0.127 -3.758 3.858 0.1 -0.1 -0.2 0.098
H 0.080 -3.655 2.101 -0.2 -0.1 0.2 0.092
H 0.766 -1.640 3.337 0.0 -0.2 0.1 0.100
H -0.875 -1.457 3.974 0.2 -0.1 0.0 0.102
C 0.158 7.077 0.924 0.2 -0.7 0.6 -0.063
O 0.907 6.213 1.817 -0.4 0.3 -0.2 -0.095
C 0.950 4.886 1.521 -0.1 -0.8 -0.7 -0.264
C 0.104 4.283 0.558 0.7 0.9 0.4 -0.003
C 0.457 3.058 0.030 0.3 -0.9 0.2 -0.041
C 1.549 2.317 0.536 -1.4 1.3 0.4 -0.223
C 2.009 1.079 -0.087 1.5 -0.2 -1.7 0.011
C 2.552 1.101 -1.339 -0.6 0.3 0.4 -0.281
S 3.582 -0.141 -2.112 -0.5 -0.4 0.0 0.723
O 4.684 -0.395 -1.210 -0.5 -0.2 -0.7 -0.291
O 2.774 -1.214 -2.663 1.0 0.6 0.4 -0.286
C 4.130 0.809 -3.547 -0.3 0.1 -0.3 -0.239
C 3.484 2.016 -3.732 -0.1 -0.1 0.5 -0.250
C 3.671 2.777 -4.884 0.0 -0.1 0.0 -0.037
C 4.504 2.286 -5.890 -0.2 0.0 0.4 -0.062
C 5.161 1.061 -5.721 -0.2 -0.1 0.3 -0.063
C 4.970 0.316 -4.553 0.0 0.0 0.2 -0.034
S 2.363 2.522 -2.412 0.3 -0.1 -0.4 0.715
O 1.036 2.537 -2.993 0.8 0.3 0.4 -0.278
O 2.955 3.679 -1.783 -0.5 -0.1 -0.4 -0.277
C 2.242 2.854 1.640 -0.1 -0.9 -0.5 -0.015
C 1.957 4.107 2.134 -0.4 0.8 -0.4 0.001
H 0.469 8.082 1.215 -0.2 -0.1 -0.1 0.086
H 0.406 6.884 -0.131 0.0 0.0 0.3 0.096
H -0.921 6.930 1.084 0.3 0.2 -0.1 0.092
H -0.742 4.834 0.139 0.4 -0.2 0.1 0.112
H -0.121 2.668 -0.806 0.1 -0.1 0.3 0.117
H 2.077 0.165 0.496 0.1 0.0 0.1 0.135
H 3.151 3.727 -4.973 0.1 -0.1 -0.1 0.124
H 4.615 2.851 -6.811 0.1 -0.1 0.2 0.106
H 5.799 0.669 -6.516 -0.2 0.1 0.3 0.109
H 5.454 -0.647 -4.409 -0.1 0.2 -0.1 0.123
H 3.059 2.262 2.051 -0.1 0.2 0.1 0.124
H 2.569 4.561 2.909 -0.1 -0.1 -0.1 0.116
```
Positions in Å, forces in eV/Å.

Computed properties:
Largest force on an atom: 2.42 eV Å⁻¹
Highest occupied orbital energy: -3.4 eV
Charge: -1
Energy above the lowest of the compared OMol25 structures with the same formula, charge and spin: 7.8 kcal per mole